# 1
7
Properties=species:S:1:pos:R:3 method="wB97M-V/def2-TZVPD" e_tot_ha=-1082.5734 e_above_lowest_ev=0.453 charge=0 gap_ev="8.3 / 8.3"
N -0.05914 1.65571 0.40895
O 1.13388 -1.50245 -0.97995
O 0.49472 0.58951 0.29191
O -0.37989 -1.42473 1.15210
P -0.04266 -1.12837 -0.23173
Cl -1.69606 -0.57429 -1.36784
H 0.54915 2.38462 0.72657


# 2
20
Properties=species:S:1:pos:R:3 method="wB97M-V/def2-TZVPD" e_tot_ha=-634.4333 e_above_lowest_ev=0.000 charge=-2 spin_multiplicity=2 gap_ev="2.0 / 6.2"
C -1.54592 1.67338 -3.27006
C -1.87468 0.78517 -2.08265
S -0.52936 1.02729 -0.82598
H -0.63518 1.41117 -3.76551
H -1.43952 2.73924 -2.89135
H -2.35630 1.67380 -3.99169
H -2.04152 -0.33224 -2.38411
H -2.82091 1.13229 -1.60520
C -0.18247 -1.43160 1.61349
C 1.15260 -0.84980 1.95827
C 1.46521 -0.38154 3.17379
C 2.11124 -0.65924 0.79571
H -0.53116 -0.73193 0.80085
H -0.88452 -1.48012 2.45848
H -0.12453 -2.40541 1.12169
H 2.43503 0.11848 3.28692
H 0.79522 -0.41374 4.01167
H 3.10266 -0.19355 1.18876
H 1.60153 -0.02937 0.03179
H 2.30257 -1.65228 0.37514


# 3
90
Properties=species:S:1:pos:R:3 method="wB97M-V/def2-TZVPD" e_tot_ha=-6197.8742 e_above_lowest_ev=2.516 charge=+1 gap_ev="5.5 / 5.4"
Fe -0.16487 -0.20267 -0.22124
C 0.32253 -6.32559 -2.51892
C 0.23205 -5.17584 -1.55658
C -0.78426 -5.10132 -0.60479
C -0.90770 -4.01259 0.23864
C -0.00432 -2.93979 0.20413
N -0.08137 -1.78048 0.98412
C -0.07432 -1.88791 2.35693
C -0.04657 -3.12988 3.03589
C -0.08566 -3.24418 4.40578
C -0.11277 -2.12337 5.22926
C -0.12567 -2.23699 6.72672
C -0.03958 -0.89786 4.59718
C -0.01213 -0.76439 3.20954
N 0.21854 0.56505 2.69847
C 0.27653 1.70394 3.42725
C 0.83805 2.68766 2.64724
C 1.08892 2.05493 1.43112
N 0.70652 0.78470 1.46020
C 1.04002 -3.05993 -0.72331
C 1.14297 -4.13125 -1.60173
N 2.06113 -2.06806 -0.74175
C 3.39247 -2.26144 -0.83029
C 3.98977 -1.02318 -0.84933
C 2.92496 -0.11848 -0.76279
N 1.76677 -0.75576 -0.70295
H -0.15046 -7.21694 -2.10989
H -0.18080 -6.08830 -3.45837
H 1.35886 -6.56735 -2.75180
H -1.50073 -5.91048 -0.53220
H -1.70499 -3.99467 0.96917
H 0.01649 -4.03758 2.46018
H -0.07522 -4.23389 4.84699
H -0.65586 -3.13380 7.04545
H 0.88760 -2.29541 7.12909
H -0.61510 -1.37902 7.18695
H 0.03905 -0.01955 5.22009
H -0.06428 1.74585 4.44358
H 1.03351 3.70737 2.92465
H 1.50007 2.46692 0.52306
H 1.95953 -4.15118 -2.31457
H 3.80535 -3.25464 -0.84764
H 5.04033 -0.80464 -0.90219
H 2.94884 0.95840 -0.74042
Br 2.19075 -1.36348 -7.33256
C 1.47446 -0.63717 -5.75037
C 1.38739 0.74071 -5.60627
C 0.86128 1.27756 -4.44443
C 0.43739 0.44151 -3.41441
C 0.51291 -0.93407 -3.58416
C 1.02769 -1.48124 -4.74708
N -0.14455 0.90779 -2.19658
C -0.49825 2.10730 -2.01388
C -1.31384 2.33298 -0.81546
C -2.02993 3.50272 -0.61595
C -2.89257 3.56415 0.46952
C -3.00126 2.45985 1.30110
C -2.23092 1.33493 1.03158
N -1.40411 1.26835 -0.00413
H 1.72574 1.39037 -6.40073
H 0.80452 2.35431 -4.36514
H 0.13743 -1.58461 -2.80904
H 1.07182 -2.55385 -4.87394
H -0.35658 2.92582 -2.71862
H -1.92743 4.33096 -1.30356
H -3.47393 4.45611 0.65737
H -3.66311 2.46397 2.15513
H -2.27295 0.45957 1.67065
C -4.47347 -3.24980 -1.41453
N -3.78262 -2.77872 -2.61389
C -4.53069 -1.66153 -3.18293
N -4.74994 -0.56551 -2.24002
C -5.42977 -1.10155 -1.06181
N -4.71777 -2.20385 -0.42109
C -3.47660 -1.74586 0.19598
P -2.30147 -1.05502 -1.04904
C -2.40451 -2.39591 -2.32569
C -3.49918 0.09730 -1.87901
H -3.88858 -4.04967 -0.95611
H -5.43982 -3.65608 -1.71907
H -5.50724 -2.03006 -3.50254
H -3.99876 -1.28285 -4.05811
H -6.40941 -1.46613 -1.37639
H -5.57562 -0.29955 -0.33503
H -2.99601 -2.56344 0.73290
H -3.70166 -0.96972 0.93430
H -1.83535 -3.26625 -1.98573
H -1.93253 -2.03065 -3.24302
H -3.03096 0.50391 -2.78062
H -3.72321 0.93705 -1.21512


# 4
106
Properties=species:S:1:pos:R:3 method="wB97M-V/def2-TZVPD" e_tot_ha=-7718.3361 charge=-2 gap_ev=4.5
Pd 1.23589 -0.42399 -0.28793
C 3.68831 0.70387 1.51849
N 2.83497 0.62868 2.67355
C 3.31637 1.14475 3.92929
C 2.22924 0.69748 4.89320
N 1.66631 -0.49371 4.24520
C 0.27881 -0.72501 4.66745
C 1.98718 -0.44729 2.88882
N 1.66074 -1.23946 1.94055
C 0.92461 -2.44970 2.21817
C 1.08013 -3.44275 1.07344
N 0.36270 -3.00641 -0.10549
C -0.19323 -3.78947 -0.91453
N -0.76698 -3.33058 -2.12190
C -0.51141 -2.01144 -2.54914
C -0.77189 -4.42937 -3.06293
C -1.06648 -5.58311 -2.12100
N -0.35471 -5.19897 -0.90679
C -0.84132 -5.83267 0.31326
H 3.85880 1.75119 1.25922
H 3.18690 0.21620 0.67601
H 4.65737 0.21082 1.68820
H 3.42029 2.23198 3.89699
H 4.29874 0.70860 4.18136
H 1.45580 1.46272 4.98001
H 2.62559 0.44391 5.88011
H 0.28029 -0.80150 5.75752
H -0.12428 -1.64660 4.26810
H -0.36561 0.10156 4.36250
H -0.14526 -2.26790 2.35255
H 1.30472 -2.92980 3.13253
H 0.76197 -4.41953 1.44266
H 2.13855 -3.51228 0.80265
H -0.79209 -1.29509 -1.77876
H -1.01859 -1.82462 -3.48832
H 1.26753 -1.57452 -1.80862
H 0.20230 -4.55712 -3.55433
H -1.54223 -4.29816 -3.82332
H -0.71522 -6.54552 -2.49762
H -2.14851 -5.64558 -1.94009
H -1.49434 -6.66211 0.03624
H -1.41536 -5.13322 0.92724
H -0.02792 -6.23855 0.91404
Cl 6.27541 -0.85394 -2.44144
C 5.31513 -2.38459 -2.32294
C 3.81636 -2.08052 -2.24796
O 3.32809 -1.65594 -3.35147
O 3.23682 -2.29522 -1.19245
H 5.63363 -2.89811 -1.42218
H 5.54373 -2.96468 -3.21368
C -3.02669 -1.33102 0.10891
O -1.92863 -1.30510 0.98425
C -2.14159 -0.37877 2.07306
O -2.75525 -0.83846 3.03673
C -1.60018 0.89397 1.87404
C -2.08255 2.06649 2.63871
As -3.69136 2.55871 1.77809
C -4.12118 4.44333 2.22298
C -2.96271 2.99312 -0.05724
C -1.83560 2.52560 -0.60229
As -0.57249 1.28205 0.32332
C 0.60152 2.70100 1.01335
C -1.49463 3.01511 -1.95368
O -2.24150 3.10060 -2.90598
O -0.18002 3.30972 -2.06028
C 0.19052 3.96435 -3.26629
C -3.86162 3.92616 -0.79142
O -3.69978 5.11815 -0.86628
O -5.00350 3.39799 -1.30506
C -5.07210 1.98019 -1.48109
C -1.38687 2.70086 3.64882
O -0.27731 2.42192 4.14742
O -2.05111 3.83437 4.17862
C -1.32231 4.53426 5.15323
H -3.35121 -2.36522 -0.06104
H -2.76732 -0.88811 -0.86333
H -3.87204 -0.76437 0.51234
H -4.38128 4.45962 3.27934
H -4.97429 4.76208 1.62237
H -3.27962 5.11030 2.04896
H 0.00335 3.54166 1.36514
H 1.28181 3.01444 0.22218
H 1.14708 2.27500 1.85422
H 1.26208 4.13824 -3.19146
H -0.34248 4.91121 -3.36104
H -0.03537 3.34606 -4.13193
H -6.03417 1.79395 -1.95581
H -5.02924 1.46036 -0.52411
H -4.26511 1.64355 -2.13129
H -1.92896 5.40152 5.42480
H -0.35103 4.86996 4.77878
H -1.13776 3.92666 6.04483
C 2.19980 -1.05148 -5.61297
Si 1.73060 -0.55737 -3.84978
C 0.06117 0.26152 -4.32842
C 2.46487 0.85007 -2.86838
O 0.93155 -1.82531 -2.77298
H 2.00874 -0.21030 -6.28438
H 1.51384 -1.84984 -5.92199
H 3.22030 -1.40509 -5.73500
H 0.32545 1.12223 -4.94973
H -0.49717 0.64196 -3.46661
H -0.60799 -0.35699 -4.93569
H 2.16213 1.81727 -3.27362
H 3.54140 0.82052 -2.71694
H 1.93994 0.77855 -1.87478